# 1
DFT (ωB97M-V/def2-TZVPD) results for a structure of composition CH2F3O4SSn in a non-equilibrium geometry.

```
12
Properties=species:S:1:pos:R:3:lowdin_charge:R:1
Sn -0.603 -2.434 1.011 1.00
S 1.368 -2.637 -0.901 0.70
F 1.073 -4.210 -3.017 0.16
F 3.115 -3.864 -2.519 0.15
F 1.915 -5.195 -1.291 0.15
O -0.039 -3.174 -0.757 -0.58
O 1.251 -1.826 0.610 -0.63
O 3.229 -2.736 0.127 -0.28
O 1.594 -1.525 -1.828 -0.27
C 1.908 -4.071 -1.996 -0.68
H 2.421 -1.819 1.058 0.26
H 3.878 -2.796 -0.585 0.03
```

The calculation puts the HOMO energy (alpha / beta) at -6.386 / -10.638 eV. The multiplicity is 2. The energy above the lowest of the compared OMol25 structures with the same formula, charge and spin comes out at 85.6 kcal per mole. The value obtained for the orbital gap (alpha / beta) is 4.9 / 9.5 eV. The value obtained for the LUMO energy (alpha / beta) is -0.054 / -0.041 hartree. As for the expectation value of S²: 0.755.

=====

# 2
DFT (ωB97M-V/def2-TZVPD) results for a cluster of 2 separate species, CH2F3OPS in total in a non-equilibrium geometry.

```
9
Properties=species:S:1:pos:R:3:lowdin_charge:R:1
S 0.045 -1.006 0.459 0.72
P 1.543 0.478 -0.367 0.74
F -2.083 0.502 1.203 0.15
F -1.875 0.115 -0.999 0.19
F -0.517 1.844 -0.094 -0.42
O -0.105 -2.005 -0.531 -0.55
C -1.362 0.116 0.170 -0.54
H 2.235 -0.575 -0.801 -0.19
H 2.118 0.532 0.961 -0.10
```

The calculation puts the HOMO energy at -9.728 eV. The energy above the lowest of the compared OMol25 structures with the same formula, charge and spin comes out at 98.4 kcal per mole. The value obtained for the orbital gap is 8.7 eV. The value obtained for the LUMO energy is -0.039 hartree.

=====

# 3
DFT (ωB97M-V/def2-TZVPD) results for the ion CH2FN2O2 with charge -1 in a non-equilibrium geometry.

```
8
Properties=species:S:1:pos:R:3:lowdin_charge:R:1
F -1.028 -1.388 -1.476 -0.24
O 1.703 1.586 0.330 -0.09
O -0.480 2.085 -0.091 -0.03
N 0.284 -0.226 0.275 -0.01
N -1.010 -0.853 -0.085 -0.03
C 0.496 1.383 0.128 -0.74
H 1.044 -0.769 0.576 0.04
H -1.009 -1.818 0.343 0.09
```

The calculation puts the HOMO energy at -4.832 eV. The energy above the lowest of the compared OMol25 structures with the same formula, charge and spin comes out at 49.4 kcal per mole. The value obtained for the orbital gap is 9.3 eV. Its SMILES is O=C([O-])NNF. As for the total charge: -1. The value obtained for the LUMO energy is 0.165 hartree.

=====

# 4
DFT (ωB97M-V/def2-TZVPD) results for a cluster of 2 separate species, CH2FN2O2 in total in a non-equilibrium geometry.

```
8
Properties=species:S:1:pos:R:3:lowdin_charge:R:1
F 2.252 -0.154 0.522 -0.19
O -2.078 0.738 0.494 -0.04
O -1.055 -1.251 0.372 -0.03
N -0.228 0.746 -0.524 0.08
N 1.526 -0.479 -0.647 0.05
C -1.222 -0.080 0.143 -0.91
H 0.672 -1.016 -0.429 0.00
H 0.134 1.495 0.068 0.03
```

The calculation puts the HOMO energy (alpha / beta) at -3.439 / -4.382 eV. The multiplicity is 3. The energy above the lowest of the compared OMol25 structures with the same formula, charge and spin comes out at 6.2 kcal per mole. The value obtained for the orbital gap (alpha / beta) is 7.9 / 7.3 eV. As for the total charge: -1. The value obtained for the LUMO energy (alpha / beta) is 0.166 / 0.107 hartree. As for the expectation value of S²: 2.011.

=====

# 5
DFT (ωB97M-V/def2-TZVPD) results for the ion CH2FN2O3 with charge -1 in a non-equilibrium geometry.

```
9
Properties=species:S:1:pos:R:3:lowdin_charge:R:1
F -2.112 0.379 0.027 -0.02
O 1.927 -0.085 -0.641 -0.09
O 2.068 1.895 0.244 -0.12
O -0.204 -0.676 0.764 -0.17
N 1.530 0.758 0.183 -0.57
N 0.526 0.550 0.978 0.03
C -1.220 -0.602 -0.201 -0.33
H -1.791 -1.622 -0.074 0.13
H -0.723 -0.596 -1.280 0.14
```

The calculation puts the HOMO energy at -4.255 eV. The energy above the lowest of the compared OMol25 structures with the same formula, charge and spin comes out at 35.1 kcal per mole. The value obtained for the orbital gap is 8.4 eV. Its SMILES is [O-][N+]([O-])=NOCF. As for the total charge: -1. The value obtained for the LUMO energy is 0.153 hartree.

=====

# 6
DFT (ωB97M-V/def2-TZVPD) results for a cluster of 2 separate species, CH2FN5 in total in a non-equilibrium geometry.

```
9
Properties=species:S:1:pos:R:3:lowdin_charge:R:1
F -0.933 1.780 0.276 -0.27
N -0.669 0.099 -0.180 -0.08
N 3.690 -0.904 0.233 0.15
N 1.610 0.219 -0.049 0.09
N 0.443 -0.285 -0.225 0.10
N -1.907 -0.342 -0.146 0.10
C 2.645 -0.447 0.001 -0.41
H -2.475 0.221 -0.776 0.11
H -2.404 -0.341 0.867 0.20
```

The calculation puts the HOMO energy at -10.215 eV. The energy above the lowest of the compared OMol25 structures with the same formula, charge and spin comes out at 40.2 kcal per mole. The value obtained for the orbital gap is 9.1 eV. The value obtained for the LUMO energy is -0.042 hartree.

=====

# 7
DFT (ωB97M-V/def2-TZVPD) results for a cluster of 2 separate species, CH2FNO in total in a non-equilibrium geometry.

```
6
Properties=species:S:1:pos:R:3:lowdin_charge:R:1
F 1.367 -1.033 0.619 0.08
O 0.030 0.633 1.390 0.08
N 0.475 1.080 0.050 0.16
C 0.338 -0.206 0.449 -0.51
H 1.452 1.206 0.074 0.09
H -1.209 -1.969 -0.724 0.10
```

The calculation puts the HOMO energy (alpha / beta) at -9.828 / -11.002 eV. The energy above the lowest of the compared OMol25 structures with the same formula, charge and spin comes out at 185.7 kcal per mole. The value obtained for the orbital gap (alpha / beta) is 9.6 / 10.5 eV. The value obtained for the LUMO energy (alpha / beta) is -0.009 / -0.019 hartree.

=====

# 8
DFT (ωB97M-V/def2-TZVPD) results for a cluster of 2 separate species, CH2FNO2 in total in a non-equilibrium geometry.

```
7
Properties=species:S:1:pos:R:3:lowdin_charge:R:1
F 0.963 -0.682 1.109 -0.02
O -1.484 -2.282 0.656 0.18
O -1.888 -0.645 -1.385 -0.19
N -1.188 -1.176 0.388 -0.12
C -0.227 -0.244 0.523 -0.21
H -0.695 0.572 1.148 0.18
H 0.077 0.094 -0.585 0.19
```

The calculation puts the HOMO energy (alpha / beta) at -10.192 / -10.049 eV. The energy above the lowest of the compared OMol25 structures with the same formula, charge and spin comes out at 154.9 kcal per mole. The value obtained for the orbital gap (alpha / beta) is 8.4 / 8.1 eV. The value obtained for the LUMO energy (alpha / beta) is -0.066 / -0.073 hartree.